Entry 1:
The following is a DFT calculation (ωB97M-V with the def2-TZVPD basis set) of the molecule C6H13N.

Geometry (Å):
C -0.5300 0.5102 2.7147
C -0.7531 1.4876 1.5215
C 0.5281 1.4217 0.6577
C 1.0227 0.0960 0.0653
C 0.3080 -0.4733 -0.8991
N 0.4216 -1.7542 -1.5105
C -0.2063 -1.7807 -2.9027
H 0.2957 0.8113 3.3583
H -0.2168 -0.4402 2.2026
H -1.4412 0.2813 3.2411
H -1.6764 1.2051 0.9647
H -1.0446 2.5140 1.8424
H 0.2754 2.2076 -0.0479
H 1.4284 1.6929 1.2243
H 1.9236 -0.4219 0.3933
H -0.5436 0.0357 -1.3673
H 1.3889 -2.0492 -1.6036
H 0.1492 -2.6623 -3.4606
H -1.3352 -1.8299 -2.9559
H 0.0058 -0.8516 -3.4381

Cartesian forces (eV/Å) of the 2 atoms listed first:
C -0.054 -0.619 -1.784
C -0.165 -1.073 1.172

Results
Orbital gap (eV): 9.2
Highest occupied orbital energy (eV): -8.08
LUMO energy (eV): 1.1
SMILES string: CCC/C=C/NC

Atom charges from the Mulliken analysis, given in e for atoms 1 to 8: atom 1 (C): -1.105, atom 2 (C): -0.371, atom 3 (C): -0.668, atom 4 (C): -0.566, atom 5 (C): -0.032, atom 6 (N): -0.358, atom 7 (C): -0.862, atom 8 (H): 0.303

Entry 2:
The following is a DFT calculation (ωB97M-V with the def2-TZVPD basis set) of a cluster of 9 separate species, C4H28N2O8 in total.

Geometry (Å):
C -0.0734 -1.0818 -1.1274
N 0.8486 -1.9090 -1.9169
C -0.0702 -1.5491 0.3119
C -0.9543 -0.6949 1.2336
C -0.5170 0.7638 1.3081
N 0.8275 0.9831 1.8651
H -1.0818 -1.0584 -1.5517
H 0.3035 -0.0615 -1.2018
H 0.6421 -2.9057 -1.7956
H 0.8249 -1.6779 -2.8948
H 0.9463 -1.5313 0.7023
H -0.4042 -2.5917 0.3597
H -0.8946 -1.1328 2.2328
H -1.9999 -0.7413 0.9116
H -0.5623 1.1984 0.3141
H -1.2527 1.3315 1.8829
H 1.4195 0.1629 1.7637
H 0.7856 1.1881 2.8590
H 1.6029 -2.8009 3.6364
H 2.5486 -4.0114 3.5031
O 2.3024 -3.1688 3.0911
H -3.9931 -0.0823 -1.6522
H -3.5996 1.3578 -2.0572
O -4.3548 0.8099 -1.7536
H 0.9267 2.9140 -2.7987
H 1.0346 2.3939 -1.3520
O 0.3872 2.6559 -2.0419
H 2.4971 -1.4164 -1.2473
H 3.8619 -2.0146 -0.8502
O 3.3760 -1.1829 -0.8800
H -4.7166 1.5656 -0.1669
H -5.7911 2.2517 0.7000
O -4.8936 1.9033 0.7355
H 1.9091 1.9984 0.5649
H 2.6999 1.0947 -0.4232
O 2.3602 1.9894 -0.3089
H -2.5422 3.2850 -2.2420
H -1.3351 2.3420 -2.3100
O -2.2932 2.3932 -2.5232
H 3.0095 -1.5133 2.3255
H 3.1760 -0.8043 0.9194
O 3.0397 -0.6526 1.8748

Cartesian forces (eV/Å) of the 2 atoms listed first:
C 0.298 0.124 -0.303
N 0.117 -0.539 0.513

Results
Orbital gap (eV): 9.4
Highest occupied orbital energy (eV): -9.26
LUMO energy (eV): 0.2
SMILES string: NCCCCN.O.O.O.O.O.O.O.O

Atom charges from the Mulliken analysis, given in e for atoms 1 to 8: atom 1 (C): -0.196, atom 2 (N): -0.659, atom 3 (C): -0.238, atom 4 (C): -0.771, atom 5 (C): -0.182, atom 6 (N): -0.374, atom 7 (H): 0.209, atom 8 (H): 0.054

Entry 3:
The following is a DFT calculation (ωB97M-V with the def2-TZVPD basis set) of the ion C34H42N5O with charge +1.

Geometry (Å):
C 3.4059 -1.5559 -1.3404
N 3.6823 -0.1353 -1.4851
C 2.8057 0.8646 -1.2938
C 1.2347 0.7432 -1.0111
N 3.4980 2.0167 -1.4003
C 3.0043 3.3711 -1.1312
C 4.8761 1.7478 -1.4834
C 4.9908 0.3676 -1.5497
C 6.1441 -0.2486 -2.0397
C 7.1995 0.5881 -2.4720
C 7.0843 1.9973 -2.4029
C 5.8989 2.5984 -1.8862
H 4.3745 -2.0704 -1.2652
H 2.8520 -1.7742 -0.4082
H 2.8430 -1.9519 -2.2072
H 0.8404 1.7150 -1.0041
H 0.7782 0.3290 -1.9082
H 3.8707 4.0120 -0.8720
H 2.5301 3.7980 -2.0325
H 2.3259 3.4100 -0.2614
H 6.1870 -1.3303 -2.1338
H 8.1199 0.1681 -2.8911
H 7.9091 2.6224 -2.7666
H 5.7444 3.6811 -1.8616
C -5.3095 -3.0585 1.4404
N -4.3537 -2.4882 0.5236
C -4.4197 -2.8172 -0.8067
O -5.1791 -3.6474 -1.3006
C -3.3304 -2.0110 -1.4984
C -3.9607 -0.9122 -2.3856
C -4.6089 -1.5201 -3.5823
C -3.8280 -2.2134 -4.5010
C -4.4345 -2.8623 -5.5801
C -5.8297 -2.8517 -5.7237
C -6.5950 -2.0869 -4.8315
C -5.9882 -1.4284 -3.7652
N -2.5466 -1.4837 -0.3965
C -1.3910 -0.7790 -0.5929
C -0.6810 -0.1678 0.3935
C 0.7864 0.2387 0.2955
C 1.1842 1.0317 1.6161
C 2.4092 1.6927 1.6481
C 2.9701 2.2239 2.8111
C 2.2428 2.2611 4.0051
N 2.8075 2.8442 5.1475
C 2.0904 3.8598 5.8554
C 3.6516 2.0330 5.9782
C 0.9504 1.7020 3.9838
C 0.4256 1.1072 2.8229
C -3.2628 -1.6255 0.9420
C -3.8230 -0.3378 1.4999
C -2.4372 -2.3519 2.0062
H -6.1352 -3.5137 0.8838
H -4.8677 -3.8474 2.0673
H -5.7336 -2.3066 2.1167
H -2.7166 -2.7009 -2.0894
H -4.6895 -0.3664 -1.7655
H -3.1466 -0.2323 -2.6687
H -2.7475 -2.2539 -4.3722
H -3.8271 -3.4308 -6.2820
H -6.3092 -3.3792 -6.5537
H -7.6784 -2.0609 -4.9324
H -6.5752 -0.8437 -3.0554
H -1.0641 -0.7466 -1.6351
H -1.1652 -0.0842 1.3715
H 1.4281 -0.6178 0.0570
H 3.0123 1.8253 0.7588
H 3.9749 2.6664 2.8145
H 1.6604 4.5718 5.1392
H 1.2638 3.4426 6.4685
H 2.7731 4.4116 6.5251
H 4.2823 1.3608 5.3724
H 4.3179 2.6653 6.5952
H 3.0688 1.3958 6.6893
H 0.3750 1.7102 4.9014
H -0.5836 0.6856 2.9051
H -4.5543 0.0958 0.8277
H -4.3213 -0.5391 2.4448
H -3.0681 0.4118 1.6800
H -2.3244 -3.4094 1.7456
H -1.4382 -1.9423 2.1214
H -2.9497 -2.2826 2.9723

Cartesian forces (eV/Å) of the 2 atoms listed first:
C -0.240 -0.877 0.015
N -0.286 -0.225 1.164

Results
Orbital gap (eV): 7.0
Highest occupied orbital energy (eV): -10.04
Charge: +1
LUMO energy (eV): -3.0
SMILES string: CN(C)c1ccc([C@@H](/C=C/N2[C@H](Cc3ccccc3)C(=O)N(C)C2(C)C)Cc2n(C)c3ccccc3[n+]2C)cc1

Atom charges from the Mulliken analysis, given in e for atoms 1 to 8: atom 1 (C): -0.836, atom 2 (N): 0.272, atom 3 (C): -0.292, atom 4 (C): -1.014, atom 5 (N): 0.147, atom 6 (C): -0.951, atom 7 (C): 0.867, atom 8 (C): 0.673

Entry 4:
The following is a DFT calculation (ωB97M-V with the def2-TZVPD basis set) of a cluster of 2 separate species, C3H10N2S2 in total.

Geometry (Å):
N 2.0371 -3.6255 -0.1252
C 1.3650 -2.7191 0.7054
N 0.1089 -2.4242 0.5627
H 2.8030 -4.0268 0.3642
H 2.4519 -3.0812 -0.8681
H 2.0340 -2.1895 1.4298
H -0.0696 -1.4333 0.7944
C -0.3808 0.5403 2.2513
C -0.9094 1.5014 1.1464
S -0.1102 1.0184 -0.4047
S -0.9632 2.1567 -1.9263
H 0.7025 0.4644 2.1993
H -0.9001 -0.4187 2.1249
H -0.6054 0.9811 3.2226
H -0.6745 2.5514 1.4044
H -1.9971 1.4054 1.0543
H -2.0408 1.3589 -2.1108

Cartesian forces (eV/Å) of the 2 atoms listed first:
N -0.900 -0.110 0.391
C -0.995 1.512 0.172

Results
Orbital gap (alpha / beta) (eV): 7.6 / 3.5
Spin multiplicity: 2
Highest occupied orbital energy (alpha / beta) (eV): -12.59 / -12.52
Charge: +1
LUMO energy (alpha / beta) (eV): -5.0 / -9.0

Atom charges from the Mulliken analysis, given in e for atoms 1 to 8: atom 1 (N): -0.548, atom 2 (C): 0.183, atom 3 (N): -0.570, atom 4 (H): 0.295, atom 5 (H): 0.264, atom 6 (H): 0.265, atom 7 (H): 0.047, atom 8 (C): -1.245

Entry 5:
The following is a DFT calculation (ωB97M-V with the def2-TZVPD basis set) of a structure of composition C8H5CuINO3P.

Geometry (Å):
O 2.6272 -2.6012 -1.6222
C 1.7555 -2.1602 -0.7112
N 1.0248 -2.9045 0.4134
C -0.3825 -2.3618 0.4685
O -1.4320 -3.1652 0.5914
C -0.1481 -0.7700 0.2573
C 1.2579 -0.6063 -0.5676
C 1.8967 0.8176 -1.0699
C 1.0548 2.2028 -0.6651
C -0.3586 2.0575 0.1833
C -0.9708 0.5795 0.6659
P -2.5755 0.4606 1.6700
O -3.3742 -1.0730 1.5765
I -4.1410 2.0122 0.4709
H 1.5464 -3.0485 1.3009
H 2.9059 0.8288 -1.6846
H 1.4591 3.2829 -0.9560
H -0.9259 3.0464 0.4800
H -3.4786 -1.4214 0.6446
Cu 2.2590 4.8240 -1.4460

Cartesian forces (eV/Å) of the 2 atoms listed first:
O -6.096 2.860 6.621
C 4.109 -0.803 -3.095

Results
Orbital gap (alpha / beta) (eV): 6.2 / 5.2
Spin multiplicity: 2
Highest occupied orbital energy (alpha / beta) (eV): -16.10 / -16.03
Charge: +2
LUMO energy (alpha / beta) (eV): -9.9 / -10.8

Atom charges from the Mulliken analysis, given in e for atoms 1 to 8: atom 1 (O): -0.416, atom 2 (C): 0.238, atom 3 (N): -0.234, atom 4 (C): 0.387, atom 5 (O): -0.429, atom 6 (C): 0.126, atom 7 (C): 0.037, atom 8 (C): -0.169